(1)
Density functional theory data (ωB97M-V with the def2-TZVPD basis set) for a molecular structure, C38H55BF2N11PSSc.

ORCA input file:
```
! RIJCOSX wB97M-V def2-TZVPD def2/J DEFGRID3
* xyz -1 1
Sc -0.635 -1.296 0.028
N -2.585 -0.775 1.574
C -3.756 -0.301 0.842
C -4.045 -1.267 -0.293
N -2.839 -1.428 -1.103
H -2.803 -1.601 2.123
H -2.233 -0.067 2.210
H -3.503 0.676 0.428
H -4.647 -0.194 1.472
H -4.903 -0.903 -0.871
H -4.313 -2.244 0.120
H -2.567 -0.535 -1.516
H -2.967 -2.102 -1.849
S 2.035 -0.667 0.259
C 1.352 -2.133 3.007
N 2.486 -2.249 3.456
N 3.532 -1.441 3.042
C 4.812 -1.877 3.358
C 5.891 -1.313 2.670
C 7.186 -1.671 2.996
C 7.437 -2.594 4.004
C 6.364 -3.159 4.677
C 5.058 -2.812 4.363
N 0.149 -2.010 2.800
N -0.482 -2.694 1.707
C -1.432 -3.567 2.152
C -1.644 -3.905 3.504
C -2.661 -4.778 3.866
C -3.502 -5.348 2.924
C -3.303 -5.023 1.583
C -2.301 -4.155 1.201
H 3.393 -1.055 2.109
H 5.699 -0.607 1.871
H 8.009 -1.229 2.447
H 8.452 -2.874 4.254
H 6.540 -3.887 5.459
H 4.223 -3.260 4.883
H -1.000 -3.483 4.261
H -2.791 -5.016 4.916
H -4.288 -6.031 3.219
H -3.943 -5.455 0.822
H -2.165 -3.912 0.153
C -0.134 -2.920 -1.585
C -0.681 -2.833 -2.917
C -0.113 -1.995 -3.905
C -0.688 -1.836 -5.143
C -1.866 -2.518 -5.478
C -2.429 -3.384 -4.537
C -1.846 -3.540 -3.297
C -2.471 -2.346 -6.760
N -2.961 -2.207 -7.794
H 0.951 -2.829 -1.564
H -0.445 -3.825 -1.058
H 0.803 -1.468 -3.667
H -0.231 -1.179 -5.873
H -3.322 -3.941 -4.794
H -2.281 -4.241 -2.591
N -1.031 0.642 -0.465
P -0.337 2.012 -0.467
N 0.453 2.374 0.967
C 1.488 3.397 1.032
C 1.516 4.063 2.404
C 1.751 3.044 3.538
C 1.499 1.617 3.051
C 0.265 1.563 2.166
N -1.344 3.380 -0.611
C -2.129 3.445 -1.849
C -3.562 2.975 -1.633
C -4.287 3.896 -0.637
C -3.282 4.598 0.285
C -2.109 3.686 0.606
N 0.690 2.269 -1.764
C 0.963 1.156 -2.680
C 2.298 1.374 -3.373
C 2.236 2.609 -4.283
C 1.251 3.645 -3.719
C 1.201 3.569 -2.197
H 1.274 4.156 0.280
H 2.474 2.974 0.794
H 0.562 4.575 2.552
H 2.289 4.834 2.407
H 1.078 3.265 4.370
H 2.767 3.127 3.930
H 1.372 0.934 3.893
H 2.350 1.250 2.474
H -0.614 1.905 2.740
H 0.071 0.528 1.888
H -1.638 2.822 -2.597
H -2.126 4.472 -2.240
H -3.510 1.954 -1.248
H -4.095 2.933 -2.586
H -4.991 3.312 -0.039
H -4.878 4.644 -1.171
H -3.765 4.911 1.213
H -2.900 5.505 -0.192
H -2.492 2.766 1.076
H -1.444 4.157 1.332
H 0.164 1.059 -3.430
H 0.976 0.231 -2.113
H 2.570 0.483 -3.941
H 3.063 1.501 -2.602
H 1.919 2.316 -5.287
H 3.231 3.049 -4.386
H 0.247 3.462 -4.110
H 1.529 4.656 -4.025
H 0.557 4.352 -1.796
H 2.212 3.747 -1.804
F 4.527 -1.153 -0.729
B 3.199 -1.169 -0.966
F 2.901 -1.571 -2.217
*
```

## Properties
E, Eh: -3808.50903
Highest occupied orbital energy, eV: -4.641
Kohn-Sham gap, eV: 6.89
ΔE to the lowest compared entry with this formula, charge and spin, kJ/mol: 0.00
M, g mol⁻¹: 822.7
F_max, eV/A: 0.9

=====

(2)
Density functional theory data (ωB97M-V with the def2-TZVPD basis set) for a single C7H11F molecule in a non-equilibrium geometry.

ORCA input file:
```
! RIJCOSX wB97M-V def2-TZVPD def2/J DEFGRID3
* xyz 0 1
C -1.800 -1.318 0.662
C -1.323 -0.214 0.065
F -2.127 0.413 -0.863
C -0.022 0.476 0.112
C -0.147 1.968 0.427
C 1.146 -0.152 -0.101
C 2.561 0.423 -0.055
C 1.359 -1.637 -0.197
H -1.206 -1.870 1.419
H -2.776 -1.677 0.416
H 0.715 2.561 0.033
H -1.074 2.335 0.014
H -0.264 2.045 1.533
H 3.280 -0.139 0.498
H 3.041 0.454 -1.090
H 2.473 1.427 0.312
H 2.034 -2.039 0.554
H 0.446 -2.283 -0.212
H 1.836 -1.811 -1.185
*
```

## Properties
E, Eh: -373.13276
Highest occupied orbital energy, eV: -8.890
Kohn-Sham gap, eV: 9.87
ΔE to the lowest compared entry with this formula, charge and spin, kJ/mol: 90.97
Structure (SMILES): C=C(F)C(C)=C(C)C
M, g mol⁻¹: 114.2
F_max, eV/A: 2.6

=====

Q: Which of these has the lowest Kohn-Sham gap?
A: C38H55BF2N11PSSc